[1]
ORCA calculation (ωB97M-V/def2-TZVPD) on a molecular structure, C43H40F15Ge3N3O5PReS2.

Computed properties:
max |F|	0.0182	Eh/bohr
spin multiplicity	4
gap between HOMO and LUMO (spin up / spin down)	5.578 / 5.657	eV
energy relative to the best compared isomer or geometry (same formula, charge and spin)	53.49	kJ/mol
E_tot	-11146.81498	Eh
lowest unoccupied orbital energy (spin up / spin down)	-9.278 / -9.181	eV
charge	+3

Each line ends with the Mulliken charge.
Cartesian coordinates (Å):
Re1 0.0691 -0.0134 -0.5986  -0.174
C1 -0.9155 -4.5099 1.2333  -1.162
C2 -0.2702 -3.1774 0.8471  -0.400
Ge1 -1.5338 -1.9521 -0.0476  -0.347
C3 -2.6667 -2.5335 -1.5432  -0.100
C4 -3.3139 -3.9102 -1.3532  -1.197
C5 -2.8530 -1.7102 1.3743  -0.669
C6 -2.9145 -1.0631 2.5367  0.611
Ge2 -1.8307 0.4470 3.0681  0.305
C7 -2.4894 2.1809 2.4575  0.303
C8 -3.7776 2.6569 3.1486  -1.650
C9 -0.7670 0.2268 4.6718  -0.574
C10 -1.2747 1.0496 5.8649  -1.318
C11 -3.8800 -1.4019 3.6179  0.297
C12 -4.2137 -0.4661 4.5944  0.233
C13 -5.1162 -0.7574 5.6056  -1.361
C14 -5.7012 -2.0119 5.6514  -0.528
C15 -5.3640 -2.9671 4.7005  -0.852
C16 -4.4541 -2.6712 3.7002  -0.650
H1 -0.1960 -5.1440 1.7532  0.452
H2 -1.2727 -5.0575 0.3664  0.208
H3 -1.7607 -4.3576 1.9068  0.212
H4 0.6149 -3.3137 0.2207  0.425
H5 0.0462 -2.6341 1.7424  0.536
H6 -2.0973 -2.5006 -2.4699  0.151
H7 -3.4374 -1.7608 -1.6108  0.587
H8 -2.5810 -4.7124 -1.3957  0.173
H9 -4.0401 -4.0840 -2.1479  0.442
H10 -3.8524 -3.9954 -0.4081  0.290
H11 -3.6429 -2.4486 1.2163  0.489
H12 -2.6609 2.0873 1.3845  0.445
H13 -1.7033 2.9220 2.6113  0.168
H14 -4.6068 1.9705 2.9887  0.411
H15 -4.0608 3.6176 2.7193  0.444
H16 -3.6445 2.8020 4.2206  0.346
H17 0.2582 0.5039 4.4270  0.702
H18 -0.7731 -0.8429 4.8834  0.610
H19 -1.3856 2.1086 5.6230  0.296
H20 -0.5615 0.9736 6.6853  0.446
H21 -2.2283 0.6778 6.2323  0.346
H22 -3.7885 0.5330 4.5646  0.392
H23 -5.3681 -0.0107 6.3473  0.454
H24 -6.4106 -2.2495 6.4326  0.426
H25 -5.8088 -3.9522 4.7455  0.438
H26 -4.1738 -3.4393 2.9900  0.306
N1 1.4336 2.6534 -3.5787  0.086
C17 2.7106 3.1786 -2.9894  -1.187
P1 3.0730 2.3705 -1.3676  1.591
O1 3.2109 3.3817 -0.2749  -1.154
O2 2.0951 1.2239 -1.2476  -0.479
C18 4.8300 1.7260 -1.4946  -1.132
N2 5.6106 2.4146 -0.4061  -0.083
H27 0.6599 2.9396 -2.9595  0.394
H28 1.4468 1.6284 -3.5981  -0.236
H29 1.2660 3.0113 -4.5203  0.444
H30 2.5901 4.2479 -2.8264  0.584
H31 3.5202 3.0017 -3.6922  0.605
H32 5.2937 1.9345 -2.4544  0.386
H33 4.8375 0.6523 -1.3297  0.323
H34 5.9342 1.7697 0.3135  0.365
H35 4.9132 3.0814 0.0167  0.325
H36 6.4207 2.9256 -0.7562  0.375
O3 -1.6259 4.1475 -0.2230  -0.598
S1 -0.3113 3.6233 -0.3195  1.181
O4 0.4171 3.7975 -1.5446  -0.772
N3 -0.3662 1.9596 0.0358  -0.091
C19 0.1606 1.7169 1.2291  1.195
O5 0.0574 0.4722 1.6117  -1.057
C20 0.7735 2.8438 1.9087  0.715
C21 1.4116 2.9001 3.1367  -0.640
C22 1.8428 4.1425 3.5861  -0.932
C23 1.6482 5.2884 2.8193  -0.736
C24 1.0263 5.2338 1.5716  -0.892
C25 0.6101 3.9982 1.1413  0.351
H37 1.5844 2.0058 3.7188  0.563
H38 2.3265 4.2233 4.5503  0.507
H39 1.9880 6.2441 3.1956  0.495
H40 0.8879 6.1226 0.9702  0.600
F1 -0.0518 -4.5302 -2.3013  -0.449
C26 1.2430 -4.8442 -2.1451  -0.733
C27 2.2061 -3.9753 -2.6389  0.963
C28 3.5370 -4.3384 -2.4754  0.420
F2 4.5169 -3.5335 -2.8977  -0.323
C29 3.8989 -5.5243 -1.8663  0.260
F3 5.1718 -5.8452 -1.7185  -0.270
C30 2.9085 -6.3795 -1.4095  0.559
F4 3.2382 -7.5147 -0.8348  -0.267
C31 1.5682 -6.0439 -1.5507  0.383
F5 0.6321 -6.8824 -1.1326  -0.320
Ge3 1.6410 -2.5168 -3.7595  -0.441
S2 0.2469 -1.0865 -2.5250  0.433
C32 0.3147 -2.9661 -5.0922  0.201
C33 -0.1176 -4.2444 -5.4125  0.322
F6 0.4033 -5.3099 -4.8038  -0.321
C34 -1.0850 -4.4594 -6.3786  0.258
F7 -1.4785 -5.6844 -6.6753  -0.263
C35 -1.6425 -3.3752 -7.0404  0.754
F8 -2.5697 -3.5705 -7.9529  -0.260
C36 -1.2217 -2.0837 -6.7522  -0.043
F9 -1.7456 -1.0490 -7.3924  -0.274
C37 -0.2476 -1.9104 -5.7954  0.459
F10 0.1796 -0.6514 -5.5344  -0.275
C38 3.1245 -1.7649 -4.7551  -0.371
C39 3.7116 -2.6129 -5.6873  0.487
F11 3.2515 -3.8596 -5.8116  -0.356
C40 4.7825 -2.2213 -6.4697  0.174
F12 5.3278 -3.0497 -7.3361  -0.251
C41 5.2904 -0.9349 -6.3253  0.539
F13 6.3067 -0.5359 -7.0578  -0.263
C42 4.7214 -0.0727 -5.4037  -0.090
F14 5.1881 1.1713 -5.2503  -0.314
C43 3.6593 -0.5101 -4.6432  0.067
F15 3.1103 0.3577 -3.7500  0.547

[2]
ORCA calculation (ωB97M-V/def2-TZVPD) on a molecular structure, C43H41BN12O2S3W in a non-equilibrium geometry.

Computed properties:
max |F|	0.0873	Eh/bohr
spin multiplicity	3
gap between HOMO and LUMO (spin up / spin down)	5.100 / 5.288	eV
energy relative to the best compared isomer or geometry (same formula, charge and spin)	505.00	kJ/mol
E_tot	-3757.22931	Eh
lowest unoccupied orbital energy (spin up / spin down)	-1.214 / -1.472	eV
charge	0

Each line ends with the Mulliken charge.
Cartesian coordinates (Å):
W1 0.6050 0.0755 0.1566  -0.504
C1 -0.0593 -0.3290 3.9171  -1.475
O1 -0.4099 -0.6255 2.5741  1.002
C2 -1.2306 -1.7113 2.3691  -0.411
C3 -1.7509 -2.4723 3.3406  -0.528
C4 -2.4503 -3.7040 3.0572  -1.050
C5 -2.6319 -4.1305 1.8109  -1.093
C6 -2.2572 -3.3107 0.6358  0.889
C7 -1.4457 -2.0087 0.9042  1.443
N1 -0.1857 -1.8191 0.1846  0.808
N2 0.0372 -2.7767 -0.6871  -1.073
C8 1.0664 -2.7747 -1.5331  -0.478
C9 2.1221 -1.8101 -1.5014  0.626
O2 2.0365 -0.8155 -0.6467  0.557
C10 3.2412 -1.9701 -2.3359  -0.599
C11 3.3193 -3.0091 -3.2236  -1.238
C12 2.2693 -3.9507 -3.3368  0.564
C13 2.3146 -4.9900 -4.2849  -0.890
C14 1.2807 -5.8802 -4.4145  -0.616
C15 0.1601 -5.7706 -3.5839  -0.871
C16 0.0938 -4.7723 -2.6426  -0.350
C17 1.1361 -3.8466 -2.4921  0.765
H1 -0.9318 0.0325 4.4735  0.363
H2 0.7125 0.4396 3.8540  0.300
H3 0.3658 -1.2052 4.4156  0.401
H4 -1.6177 -2.2278 4.3821  0.540
H5 -2.7621 -4.2953 3.9044  0.440
H6 -3.0976 -5.0805 1.6032  0.490
H7 -1.7623 -3.9218 -0.1183  -0.715
H8 4.0173 -1.2217 -2.2761  0.924
H9 4.1800 -3.1036 -3.8715  0.413
H10 3.1842 -5.0603 -4.9232  0.441
H11 1.3223 -6.6648 -5.1568  0.402
H12 -0.6601 -6.4645 -3.6952  0.432
H13 -0.7688 -4.6693 -2.0041  0.384
C18 0.4322 3.5630 4.0242  -0.685
N3 0.3006 3.9471 2.6499  0.491
C19 -0.3051 5.0974 2.2190  -0.562
C20 -0.0704 5.1910 0.8886  -0.872
N4 0.6801 4.1240 0.4995  0.516
B1 1.5372 4.0830 -0.7940  -0.265
N5 1.0688 2.9467 -1.7602  0.892
C21 0.0927 3.1649 -2.7073  -0.603
C22 0.3848 2.4565 -3.8212  -0.988
N6 1.5581 1.7818 -3.5778  0.393
C23 2.2526 0.9139 -4.4802  -1.034
C24 1.9505 2.0755 -2.3112  -0.224
S1 3.3441 1.4826 -1.6099  -0.516
C25 0.8778 3.3623 1.5757  -0.134
S2 1.7669 1.8966 1.6607  -0.589
H14 -0.4567 3.8823 4.5642  0.305
H15 1.3121 4.0405 4.4631  0.307
H16 0.5526 2.4842 4.1040  0.143
H17 -0.8439 5.7309 2.8919  0.619
H18 -0.3617 5.9463 0.1898  0.599
H19 2.6598 3.8749 -0.4640  -0.042
H20 1.3862 5.1222 -1.3531  -0.232
H21 -0.7344 3.8140 -2.5043  0.630
H22 -0.1284 2.3701 -4.7564  0.495
H23 2.2409 1.3450 -5.4815  0.396
H24 1.7985 -0.0812 -4.4984  0.291
H25 3.2832 0.8243 -4.1349  0.322
S3 2.3422 -1.2004 2.1015  -0.414
C26 3.8232 -1.0716 1.3150  0.056
N7 4.6373 -2.1188 1.1250  -0.022
C27 5.8002 -1.7700 0.3344  -0.534
C28 5.6516 -0.2406 0.1912  -0.272
N8 4.4150 0.0457 0.8950  0.200
H26 4.3509 -3.0613 1.3234  0.268
H27 5.7757 -2.2830 -0.6336  0.269
H28 6.7172 -2.0505 0.8601  0.314
H29 5.5711 0.0849 -0.8489  0.132
H30 6.4748 0.3031 0.6616  0.434
H31 3.9064 0.8995 0.6831  -0.009
N9 -0.9547 0.9505 0.6182  0.002
C29 -2.2090 1.0946 0.9381  0.800
C30 -3.1134 -0.0099 0.8628  0.302
C31 -2.5579 -1.2033 0.1580  0.135
C32 -3.4204 -2.4682 0.0349  0.492
C33 -4.6872 -2.4161 0.8175  -0.956
C34 -5.1045 -1.2953 1.4307  -1.152
C35 -4.3531 -0.0812 1.4408  -0.426
C36 -2.7595 2.3662 1.4749  -1.040
C37 -2.5421 2.7048 2.8035  0.289
C38 -3.0923 3.8633 3.3207  -0.801
C39 -3.8524 4.6893 2.5120  -0.521
C40 -4.0673 4.3544 1.1862  -0.941
C41 -3.5298 3.1915 0.6660  -0.104
H32 -2.1657 -0.8827 -0.8161  -0.220
H33 -3.6442 -2.7409 -1.0015  0.464
H34 -5.2769 -3.3194 0.8402  0.425
H35 -6.0490 -1.3021 1.9573  0.390
H36 -4.7699 0.7797 1.9437  0.592
H37 -1.9568 2.0385 3.4192  0.544
H38 -2.9407 4.1133 4.3615  0.436
H39 -4.2910 5.5879 2.9194  0.384
H40 -4.6616 4.9968 0.5550  0.431
H41 -3.7085 2.9149 -0.3641  0.676
N10 -0.0745 0.1575 -1.7932  -0.780
C42 -1.0514 0.4635 -2.3984  1.111
N11 -2.0404 0.5752 -3.1210  -0.817
C43 -2.9053 1.4890 -3.4033  0.581
N12 -3.7078 2.2566 -3.7022  -0.665